A structure of composition C18H38F12N2O2P2V, computed with ωB97M-V/def2-TZVPD.

Atoms and positions in Å:
1 V 17.33 7.82 -13.20
2 P 18.54 5.65 -14.55
3 F 17.99 5.63 -13.04
4 F 19.16 7.08 -14.17
5 F 19.99 5.07 -14.00
6 F 19.14 5.66 -16.06
7 F 17.87 4.16 -14.82
8 F 17.25 6.50 -15.02
9 P 14.61 7.07 -12.18
10 F 13.40 8.03 -12.62
11 F 13.88 5.76 -12.69
12 F 15.31 7.22 -13.69
13 F 16.00 6.32 -11.85
14 F 15.36 8.53 -12.01
15 F 14.07 6.87 -10.66
16 C 17.06 11.48 -12.58
17 C 16.95 11.83 -14.07
18 C 18.15 12.69 -14.41
19 C 18.47 12.91 -15.89
20 C 18.70 11.55 -16.59
21 C 17.43 10.62 -16.36
22 N 17.12 10.57 -14.88
23 O 16.25 9.58 -14.49
24 C 16.19 11.06 -17.25
25 C 17.95 9.27 -16.89
26 C 15.61 12.53 -14.43
27 H 17.34 12.26 -11.87
28 H 17.86 10.76 -12.43
29 H 16.12 11.07 -12.21
30 H 17.99 13.70 -14.05
31 H 18.98 12.19 -13.89
32 H 19.29 13.59 -16.11
33 H 17.72 13.55 -16.36
34 H 19.62 11.18 -16.12
35 H 18.84 11.73 -17.66
36 H 16.07 12.14 -17.22
37 H 16.34 10.68 -18.27
38 H 15.31 10.69 -16.73
39 H 18.34 9.33 -17.90
40 H 18.75 8.74 -16.38
41 H 17.08 8.62 -17.00
42 H 14.82 11.81 -14.65
43 H 15.67 13.24 -15.25
44 H 15.32 13.19 -13.62
45 H 15.43 10.02 -14.71
46 C 18.67 7.98 -8.29
47 C 18.32 9.03 -9.37
48 C 18.72 10.49 -8.99
49 C 20.24 10.75 -9.18
50 C 20.54 10.44 -10.66
51 C 20.22 8.99 -11.16
52 N 18.86 8.62 -10.74
53 O 18.45 7.42 -11.22
54 C 20.40 9.10 -12.78
55 C 21.26 7.99 -10.64
56 C 16.80 9.03 -9.52
57 H 18.66 6.93 -8.57
58 H 19.67 8.17 -7.88
59 H 17.87 8.12 -7.56
60 H 18.19 11.24 -9.59
61 H 18.43 10.66 -7.95
62 H 20.60 11.76 -9.02
63 H 20.80 10.04 -8.57
64 H 21.63 10.52 -10.70
65 H 19.99 11.13 -11.30
66 H 21.26 9.72 -13.03
67 H 19.49 9.48 -13.25
68 H 20.65 8.09 -13.11
69 H 22.22 8.49 -10.59
70 H 21.32 7.04 -11.19
71 H 21.07 7.69 -9.61
72 H 16.42 9.39 -8.56
73 H 16.39 9.67 -10.29
74 H 16.40 8.04 -9.76
75 H 19.00 6.86 -10.67

The strongest force on any atom comes out at 7.201 eV/A. The spin multiplicity is 5. The total energy comes out at -103232.49727 eV. Its net charge is +1. As for the LUMO energy (alpha / beta): -3.41 / -7.85 eV. For the HOMO-LUMO gap (alpha / beta), the calculation gives 8.530 / 4.105 eV.